(1)
Entry from the OMol25 dataset: a structure of composition C14H22GdI2NO5P2 at a distorted geometry (ωB97M-V/def2-TZVPD).

Last column: Mulliken charge in e.
Atoms and positions in Å:
Gd (1.089491, -1.024978, -0.391856)  0.56
I (3.171889, -5.950941, -0.142413)  0.01
I (1.808725, -5.662002, 2.126267)  -0.02
P (2.575330, -0.725210, 1.770188)  0.75
P (-0.835428, -2.622359, -1.310748)  0.78
O (-1.341619, -1.606772, 2.639181)  -0.21
O (1.093275, 1.334677, -1.391395)  -0.79
O (-3.310027, 6.886680, -1.076584)  -0.56
O (-4.649960, 5.690216, 0.184857)  -0.57
O (-0.369761, 0.454746, 0.054169)  -0.50
N (-3.594243, 5.830608, -0.468414)  0.91
C (-2.099463, 2.458423, 0.124450)  -0.44
C (-1.047559, -1.470240, -2.804577)  -1.24
C (-0.903437, 2.585447, -0.616219)  0.50
C (-0.221036, -4.177987, -2.073473)  -1.04
C (2.163308, -0.307128, 3.492262)  -1.11
C (-0.602602, 3.768028, -1.285931)  -0.42
C (-1.470580, 4.847762, -1.247724)  -0.52
C (-2.988293, 3.531182, 0.166704)  -0.47
C (-2.550322, -2.916314, -0.756938)  -1.10
C (3.243416, 0.901630, 1.063172)  -1.24
C (-0.509194, -1.813093, 1.863889)  0.29
C (0.025744, 1.459935, -0.705061)  0.82
C (-2.666938, 4.719332, -0.518509)  -0.06
C (4.066244, -1.801111, 1.789377)  -1.01
H (4.124109, 1.314001, 1.596817)  0.43
H (3.524321, 0.788225, -0.001085)  0.42
H (4.376127, -2.025603, 0.754691)  0.34
H (-2.511289, -3.607650, 0.105060)  0.38
H (1.308661, 0.396114, 3.505710)  0.32
H (-1.670372, -1.890749, -3.620219)  0.43
H (-2.334174, 1.552597, 0.655849)  0.53
H (-0.065938, -1.208756, -3.244867)  0.42
H (-3.931978, 3.518827, 0.706414)  0.53
H (4.925399, -1.363319, 2.330684)  0.40
H (1.794249, -1.226428, 3.982212)  0.38
H (0.314273, 3.854771, -1.847853)  0.51
H (2.986145, 0.125010, 4.102220)  0.40
H (3.778098, -2.780804, 2.206429)  0.26
H (-0.864305, -4.575195, -2.880974)  0.40
H (0.798039, -4.022335, -2.466550)  0.33
H (-2.976558, -1.976273, -0.356025)  0.30
H (-1.300553, 5.798923, -1.749596)  0.53
H (-1.490631, -0.499612, -2.514180)  0.31
H (-0.074185, -4.922002, -1.272901)  0.31
H (-3.252883, -3.327952, -1.515327)  0.41
H (2.466487, 1.687679, 1.038819)  0.34

Cartesian forces (eV/Å) of the 3 atoms listed first:
Gd -0.4 1.9 -0.8
I -0.1 0.1 0.1
I 0.0 0.1 -0.1

Calculated values
**LUMO energy (alpha / beta)**: -6.8 / -9.5 eV
**Net charge**: +2
**2S+1**: 8
**Frontier orbital gap (alpha / beta)**: 4.9413 / 5.0771 eV
**<S²>**: 16.13

---

(2)
Entry from the OMol25 dataset: a structure of composition C8H24ClO8Zn2 at a distorted geometry (ωB97M-V/def2-TZVPD).

Last column: Mulliken charge in e.
Atoms and positions in Å:
Zn (-1.988667, 9.640088, -14.559200)  0.69
Zn (-6.565135, 8.466197, -13.075274)  1.07
Cl (-4.303190, 8.707410, -14.156696)  -0.39
O (-1.522143, 8.211486, -13.098156)  -0.29
O (-7.053651, 11.391067, -16.047304)  -0.46
O (-0.110976, 10.253035, -14.053059)  -0.23
O (-4.261679, 5.971124, -16.471755)  -0.46
O (-4.299261, 3.178390, -16.846008)  -0.40
O (-4.340765, 12.833305, -11.666734)  -0.54
O (-6.241407, 14.264922, -15.973643)  -0.48
O (-2.433920, 10.829661, -12.678640)  0.01
C (0.617701, 9.259684, -13.269396)  -0.39
C (-5.915044, 13.186367, -15.057966)  -0.37
C (-3.006051, 13.075248, -12.172598)  -0.43
C (-4.342588, 3.667750, -15.612044)  -0.57
C (-0.305427, 8.475856, -12.340078)  -0.43
C (-2.123812, 11.927117, -11.905484)  -0.72
C (-3.612681, 5.012075, -15.630537)  -0.10
C (-5.806706, 11.848905, -15.686187)  0.21
H (-6.779582, 10.771137, -16.727134)  0.35
H (-2.665537, 13.991237, -11.689776)  0.53
H (0.482904, 10.989560, -14.215648)  0.27
H (-3.275731, 10.622628, -12.266216)  0.27
H (1.215655, 8.678521, -13.971394)  0.42
H (-2.999901, 13.277011, -13.243747)  0.17
H (-1.068520, 12.120825, -12.097653)  0.39
H (-5.415846, 14.553400, -16.369664)  0.33
H (-3.655855, 2.466737, -16.811578)  0.36
H (-5.193186, 11.941035, -16.582400)  0.39
H (-3.836708, 3.022185, -14.894114)  0.39
H (-2.608117, 4.966207, -16.051080)  0.32
H (-5.375406, 3.812493, -15.295136)  0.27
H (-2.073044, 7.602818, -12.600527)  0.31
H (-6.633044, 13.211811, -14.238259)  0.35
H (1.411112, 9.805369, -12.758687)  0.39
H (-3.768493, 6.782252, -16.328762)  0.25
H (-4.945780, 13.496774, -14.667737)  0.09
H (0.175656, 7.624692, -11.858226)  0.47
H (-5.480093, 11.077733, -14.988537)  -0.12
H (-0.637699, 9.145810, -11.547083)  0.21
H (-3.494608, 5.536227, -14.682162)  0.19
H (-4.734019, 13.670847, -11.410833)  0.33
H (-2.229524, 11.492682, -10.911411)  0.38

Cartesian forces (eV/Å) of the 3 atoms listed first:
Zn 0.1 0.4 2.5
Zn 1.0 0.2 -0.9
Cl -1.0 -0.2 0.3

Calculated values
**LUMO energy**: -15.1 eV
**Net charge**: +3
**Frontier orbital gap**: 2.3846 eV

---

(3)
Entry from the OMol25 dataset: a structure of composition C3H2Na2O3 at a distorted geometry (ωB97M-V/def2-TZVPD).

Last column: Mulliken charge in e.
Atoms and positions in Å:
Na (1.419873, 0.677880, 4.592664)  0.96
Na (-0.480354, -1.162410, -4.355566)  1.03
O (-0.217284, 1.059689, 0.639566)  -0.20
O (0.216058, -0.350412, 2.354989)  -0.48
O (-0.357975, -0.989024, -2.205404)  -0.75
C (-0.708389, -0.336174, -1.202674)  0.08
C (0.345077, 0.802552, 1.972998)  -0.21
C (0.214649, 0.370488, -0.398300)  -0.11
H (1.273265, 0.419773, -0.666639)  0.37
H (-1.704920, -0.492362, -0.731634)  0.32

Cartesian forces (eV/Å) of the 3 atoms listed first:
Na -0.5 0.0 -1.0
Na 0.0 -0.1 0.3
O -0.5 -0.8 -1.8

Calculated values
**LUMO energy (alpha / beta)**: -3.8 / -3.8 eV
**Net charge**: +1
**2S+1**: 2
**Frontier orbital gap (alpha / beta)**: 6.5360 / 6.4825 eV
**<S²>**: 0.76

---

Taking the records one at a time from the top gives ΔE to the lowest compared entry with this formula, charge and spin values of 35.11; 0.00; 35.46 kcal/mol.